(1)
{"formula": "C7H8N2O", "method": "ωB97M-V/def2-TZVPD", "e_above_lowest_kcal_mol": 118.9, "e_homo_ev": -8.4, "homo_lumo_gap_ev": 7.76, "spin_multiplicity": 1, "total_energy_ev": -12411.243, "elements": ["H", "C", "N", "H", "C", "H", "C", "C", "H", "H", "H", "H", "N", "C", "C", "H", "O", "C"], "positions_angstrom": [[-3.42294, 0.97195, 1.22632], [1.03837, 1.35416, -0.24855], [-0.21959, 1.28290, -0.36316], [3.58161, 0.99806, 0.85200], [3.07843, 0.11011, 0.57740], [-2.39695, 1.94593, 0.29497], [-2.93378, 1.02426, 0.17833], [1.07848, -1.01566, -0.12202], [-0.17702, -2.64488, -0.47768], [1.45588, 2.27953, -0.46247], [1.65511, -2.94828, -0.55868], [3.52172, -0.86688, 0.66608], [-0.77769, 0.14801, -0.34761], [1.85474, 0.13887, 0.02041], [-2.08873, -0.18412, -0.13320], [-3.71252, 1.01091, -0.59349], [-2.44973, -1.33938, -0.12010], [0.91463, -2.26550, -0.38853]], "forces_ev_per_angstrom": [[0.501, -0.678, -1.752], [0.290, -0.734, 0.067], [-0.500, 2.074, -0.314], [0.640, 0.673, 0.062], [-1.072, -0.713, -0.968], [0.369, 0.340, -0.834], [-1.822, -0.467, 1.646], [-2.948, 0.735, -1.057], [1.983, 0.647, 0.179], [1.056, 1.531, 0.106], [2.113, -1.579, -0.229], [0.412, 0.044, 0.470], [2.926, -4.155, 0.374], [-0.144, 0.839, 0.889], [0.715, 0.794, 1.158], [-0.026, 0.550, 0.356], [-0.203, 0.018, -0.227], [-4.292, 0.080, 0.073]]}

(2)
{"formula": "H2NO2S", "method": "ωB97M-V/def2-TZVPD", "e_above_lowest_kcal_mol": 94.9, "e_homo_ev": [-1.9, -2.0], "homo_lumo_gap_ev": [6.22, 6.36], "charge": -1, "spin_multiplicity": 1, "total_energy_ev": -16449.340, "elements": ["H", "H", "O", "O", "N", "S"], "positions_angstrom": [[-0.95286, -0.92950, -0.35257], [1.29351, -0.07205, -0.96248], [-1.44301, 0.79933, 0.16062], [0.19030, -0.45409, 1.03313], [-0.76404, -0.19294, 0.30164], [1.67610, 0.84924, -0.18034]], "forces_ev_per_angstrom": [[-0.070, -0.761, -1.059], [-0.493, -1.653, -1.456], [-0.569, 1.691, 0.654], [-1.875, 0.553, 0.549], [0.240, -2.567, 1.001], [2.768, 2.737, 0.311]]}

(3)
{"formula": "C50H39BrNO5P3Ru", "method": "ωB97M-V/def2-TZVPD", "s2": 6.0629, "e_homo_ev": [-12.5, -13.6], "homo_lumo_gap_ev": [7.44, 7.15], "charge": 2, "spin_multiplicity": 5, "total_energy_ev": -164690.208, "elements": ["C", "H", "H", "H", "H", "H", "C", "H", "N", "O", "C", "C", "C", "C", "H", "H", "C", "H", "H", "H", "C", "Ru", "H", "C", "C", "C", "C", "H", "C", "C", "O", "H", "H", "P", "C", "O", "C", "H", "H", "H", "H", "C", "H", "C", "Br", "C", "C", "H", "C", "P", "H", "O", "C", "C", "H", "H", "H", "H", "O", "H", "C", "H", "C", "H", "C", "C", "H", "C", "C", "C", "C", "P", "H", "C", "H", "C", "C", "C", "C", "H", "H", "H", "C", "C", "H", "C", "C", "C", "C", "C", "C", "H", "C", "C", "C", "H", "C", "C", "C", "H"], "positions_angstrom": [[1.50635, 3.04489, -1.04855], [0.50338, 2.78576, -0.73073], [-7.14931, -1.03961, -1.06266], [2.36897, -1.58796, -0.53983], [-1.49385, 3.44339, -5.40049], [-2.70212, -2.88577, -1.33711], [3.26694, 4.66653, -1.23510], [-0.09353, -2.04530, 1.99688], [-2.02679, 1.78490, -1.93946], [-1.24769, 2.36547, 1.63421], [2.63833, -0.04232, -5.65851], [-1.65260, 2.97773, -4.43737], [-4.85832, 0.03045, 4.32158], [-3.93210, -1.54431, -0.16390], [-5.62389, -0.78154, 0.86274], [4.36182, 4.74252, 3.00865], [-4.33709, -0.81999, 3.35622], [3.63049, 5.67536, -1.09019], [3.04369, -1.84495, -6.74428], [-1.80956, 4.82576, -3.34371], [-0.73199, -2.91655, 2.02979], [-1.35218, 0.49527, -0.07369], [2.01331, -2.42917, 5.51746], [4.10441, 3.70509, -1.78946], [1.97180, 4.33804, -0.86302], [-1.93039, 1.04909, -3.07076], [-2.42145, -5.13011, 2.09690], [-5.56225, -0.35142, 5.04898], [2.35987, 0.51501, -4.42037], [3.53622, -3.18852, 4.20778], [-2.34052, -0.89339, -1.75707], [-4.89671, 2.01473, 5.12906], [-3.07207, -5.99371, 2.12326], [1.97892, -0.06514, 1.25986], [-1.10192, -5.23843, 2.52050], [0.26790, 0.26586, -1.55519], [-4.33844, -2.21644, -2.54382], [2.21660, 1.58444, -4.33193], [1.96743, 4.30566, 3.43704], [5.72163, 3.08906, 1.77337], [3.66824, -0.39069, -0.47142], [2.82248, -1.41275, -5.77764], [1.17708, -0.78157, 3.88533], [2.44137, -1.68152, -3.42166], [-2.36345, 4.19044, -0.59401], [-2.90373, -3.91494, 1.63992], [2.72128, -2.23226, -4.66073], [-3.93023, -3.82873, 1.30097], [-0.25876, -4.13631, 2.48777], [-2.67537, -1.20920, 1.07498], [2.71540, 0.59414, -6.52972], [-2.17518, -1.12832, -3.98537], [-3.44467, -0.30677, 2.42484], [2.58705, -0.52596, -0.39999], [3.90397, -3.90806, 4.92708], [-3.99547, -2.67029, -3.46086], [0.76798, -4.22294, 2.82083], [-4.61912, -1.86587, 3.33567], [0.46898, 0.00167, 1.32610], [2.86040, -3.30047, -4.75650], [-1.81696, 3.74662, -3.30723], [4.30197, 1.66633, -2.40931], [-2.01758, 3.10351, -2.08831], [2.35361, -2.33526, -2.56221], [-2.00695, 1.44193, 1.52850], [-3.04706, 1.02684, 2.49000], [1.32294, 5.08241, -0.42013], [1.97537, 2.41418, 2.43398], [-4.48064, 1.36947, 4.36723], [2.27053, -0.30306, -3.29405], [-2.05599, -2.80549, 1.61021], [1.76119, 0.39665, -1.73035], [-3.24288, 2.90900, 3.50397], [2.47336, -2.35769, 4.54089], [0.92617, 2.22315, 2.61189], [-3.56469, 1.87688, 3.46092], [2.74005, 1.48735, 1.73343], [4.13047, -3.09575, 2.95745], [-2.13976, -0.43977, -3.01021], [5.11409, 3.96548, -2.07768], [4.95784, -3.74305, 2.69990], [4.13785, -2.11210, 1.06327], [3.90501, 3.83028, 2.64816], [2.59704, -1.33749, 2.36549], [-6.33934, -2.02548, -3.19028], [4.09453, 1.72662, 1.50301], [3.66448, -2.16962, 2.03528], [2.56156, 3.58566, 2.88993], [2.00533, -1.43014, 3.62529], [4.67154, 2.90128, 1.95366], [-5.23948, -1.18620, -0.06586], [4.71136, 1.00190, 0.98329], [-3.34995, -2.01488, -1.45838], [2.33907, 2.08298, -1.61099], [-1.74064, 1.59536, -4.31883], [-1.68480, 0.93611, -5.17237], [3.64660, 2.41206, -1.97391], [-5.64127, -1.86495, -2.37922], [-6.11333, -1.32993, -1.16470], [-0.73216, -6.19119, 2.87564]], "forces_ev_per_angstrom": [[0.009, 0.021, 0.004], [-0.010, 0.009, -0.008], [0.003, -0.014, -0.013], [-0.038, 0.010, 0.053], [-0.002, 0.002, -0.003], [-0.023, -0.040, -0.012], [0.005, -0.010, 0.002], [0.004, -0.049, 0.006], [-0.052, 0.005, -0.061], [0.051, 0.021, -0.094], [-0.008, 0.016, -0.004], [-0.005, -0.029, 0.041], [-0.005, -0.020, 0.002], [-0.030, -0.047, -0.011], [0.011, 0.008, -0.004], [0.001, 0.000, -0.006], [0.008, 0.012, 0.005], [-0.004, -0.001, -0.002], [0.005, -0.001, 0.002], [0.002, -0.002, -0.003], [-0.056, 0.006, 0.018], [0.271, -0.337, 0.106], [0.005, -0.003, 0.000], [0.019, -0.002, -0.008], [-0.020, -0.001, 0.014], [-0.019, 0.056, 0.009], [0.015, -0.013, 0.013], [0.003, -0.001, -0.002], [0.008, -0.001, -0.002], [0.002, 0.004, -0.012], [-0.267, 0.155, -0.056], [0.007, 0.005, -0.003], [-0.004, 0.002, -0.002], [0.091, -0.057, 0.062], [-0.018, -0.020, -0.008], [-0.163, 0.134, 0.074], [-0.131, 0.001, 0.013], [0.017, 0.028, 0.016], [0.006, -0.001, -0.001], [-0.003, 0.003, 0.004], [-0.002, 0.035, 0.002], [-0.011, -0.007, 0.034], [0.001, 0.015, 0.003], [0.028, -0.017, 0.001], [0.052, -0.023, 0.000], [-0.003, 0.041, -0.044], [0.001, -0.016, -0.032], [0.010, -0.023, 0.011], [0.008, 0.018, 0.011], [-0.017, 0.088, -0.025], [0.004, -0.005, -0.001], [0.028, 0.011, 0.038], [-0.010, -0.037, 0.021], [-0.074, 0.069, -0.012], [0.001, 0.000, -0.001], [0.001, 0.005, 0.012], [-0.001, 0.005, -0.008], [-0.001, 0.014, 0.000], [0.004, 0.137, -0.214], [-0.001, 0.001, -0.004], [0.003, 0.020, 0.000], [-0.001, -0.010, -0.015], [-0.044, -0.010, 0.014], [0.009, 0.006, -0.027], [-0.053, 0.222, 0.213], [-0.160, -0.128, 0.051], [0.013, 0.007, -0.001], [-0.055, 0.022, 0.004], [-0.028, 0.025, 0.035], [0.003, 0.030, 0.098], [-0.008, -0.084, 0.033], [0.191, -0.122, -0.026], [-0.006, -0.001, 0.004], [-0.011, 0.014, 0.022], [-0.014, 0.001, -0.007], [0.070, 0.043, -0.041], [0.022, -0.147, -0.042], [0.002, -0.009, 0.004], [0.094, -0.086, -0.150], [-0.005, 0.002, 0.001], [0.001, 0.003, 0.001], [0.014, 0.007, 0.009], [-0.005, -0.025, -0.009], [0.051, 0.063, -0.085], [0.007, 0.004, 0.000], [0.013, 0.035, -0.002], [-0.041, -0.034, 0.025], [0.004, 0.010, 0.001], [0.013, -0.011, 0.026], [0.010, 0.013, 0.011], [0.054, -0.027, 0.041], [-0.009, -0.001, 0.003], [0.230, 0.080, -0.002], [-0.011, -0.082, -0.009], [-0.012, 0.002, -0.030], [0.009, -0.003, -0.007], [-0.041, 0.025, -0.027], [0.052, -0.046, -0.021], [-0.068, 0.025, -0.016], [0.006, 0.002, 0.000]]}

(4)
{"formula": "C16H30BeCl4FMgN2O14S", "method": "ωB97M-V/def2-TZVPD", "e_homo_ev": -8.7, "homo_lumo_gap_ev": 2.34, "charge": 1, "spin_multiplicity": 1, "total_energy_ev": -118194.316, "elements": ["O", "C", "C", "H", "C", "H", "H", "H", "C", "O", "Cl", "H", "C", "C", "C", "H", "O", "H", "O", "C", "C", "Cl", "Be", "H", "O", "H", "C", "C", "H", "O", "H", "C", "O", "C", "H", "H", "H", "N", "H", "H", "H", "N", "O", "S", "O", "O", "H", "F", "H", "H", "H", "C", "Mg", "C", "O", "H", "H", "H", "H", "H", "O", "O", "H", "O", "H", "C", "Cl", "H", "Cl", "H"], "positions_angstrom": [[-4.02305, 3.62431, -0.22018], [3.94462, 2.11804, 4.12774], [-1.82259, -3.35938, -3.72628], [3.63732, -2.67343, 2.41698], [-1.35674, 1.09580, -3.55072], [4.98516, -5.77158, 7.40521], [2.75741, -1.39939, 4.38063], [-3.69675, 6.76772, -2.97419], [-1.83270, 0.25970, -5.51438], [-4.64053, 4.23362, -2.52090], [5.02586, 0.85343, 3.50519], [-3.36115, -5.78743, -1.87044], [3.61625, -3.77433, 6.38614], [3.25823, -1.77112, 5.27521], [1.92515, -0.70515, 0.72258], [3.10921, 1.60304, 4.61046], [-1.87339, 1.58309, -5.74134], [-1.10158, 0.84028, -1.57091], [1.97781, -1.75539, 1.50313], [3.33098, -2.27341, 1.45419], [-3.39619, -3.23374, -1.91773], [-4.45387, 5.55434, 1.11384], [-0.54836, 0.31709, 0.00889], [-3.02584, -5.86896, -3.61028], [-2.26586, 4.12369, -1.91682], [2.67407, 3.70134, 3.41455], [-2.68713, -5.45766, -2.65821], [4.10487, -1.04913, 1.04546], [-1.68265, -5.82871, -2.44511], [-3.69413, 5.93589, -1.09352], [-2.44069, -2.74981, -4.38373], [-1.76721, 2.26962, -4.46913], [-3.40183, -2.01201, -1.93551], [-5.38126, 5.45729, -2.63477], [4.43754, -0.43790, 1.89103], [-0.26943, 0.95184, -3.63409], [-0.92130, 2.96094, -4.48026], [-2.66438, -4.00901, -2.73512], [4.47593, 2.68297, 4.88844], [3.61473, -6.87629, 7.22438], [-4.91281, 7.43462, -1.85939], [-1.85570, 1.20970, -2.18205], [3.10247, -0.30975, 0.30498], [-3.55075, 4.34985, -1.35304], [0.87396, -0.14135, 0.41195], [-2.06993, 0.02744, -4.15928], [-2.73031, 2.73310, -4.25659], [-1.90147, 3.34369, -7.13926], [4.96567, -1.28100, 0.42453], [2.99866, 2.44984, 2.18367], [-1.11444, -2.70509, -3.21405], [3.44066, 3.02356, 3.01929], [1.30739, 1.78160, 2.88188], [-4.41361, 6.52606, -2.18561], [3.35189, -5.07206, 6.31808], [-5.71278, 5.60531, -3.65900], [-2.63573, 0.54507, -2.16570], [-1.28067, -4.09770, -4.31150], [-6.24976, 5.39736, -1.97739], [3.36914, -3.07144, 0.71324], [3.04874, -3.17805, 5.32447], [4.24995, -3.21809, 7.23955], [2.82219, -1.28235, 6.14574], [-1.61476, -0.62743, -6.26176], [3.48722, -5.51600, 8.34829], [3.89937, -5.84256, 7.39583], [-0.45871, 3.12771, -8.11304], [-4.00332, -3.80945, -1.20047], [4.72699, 4.04222, 2.35128], [4.32134, -1.54457, 5.20217]], "forces_ev_per_angstrom": [[0.699, -0.743, -0.818], [-0.158, 0.063, 0.026], [-0.165, 0.146, 0.126], [-0.346, 0.088, 0.129], [-1.634, 0.712, 0.389], [-0.022, 0.128, 0.050], [-0.101, -0.182, -0.019], [-0.034, 0.041, -0.013], [-0.530, -0.312, 1.086], [0.365, -0.020, -0.031], [0.283, 0.402, 0.430], [-0.014, 0.058, 0.004], [-0.012, -0.232, 0.106], [0.053, 0.178, -0.024], [1.335, -1.037, 0.221], [0.072, -0.016, 0.102], [0.618, -1.074, 0.514], [-0.362, 0.060, -0.107], [-0.725, 0.356, -0.199], [0.567, -0.382, 0.081], [-0.035, -0.021, 0.078], [-0.963, 0.855, 2.989], [0.955, -0.130, 1.222], [0.012, -0.118, 0.054], [0.177, -0.214, 0.114], [0.034, 0.020, 0.036], [0.096, 0.179, -0.174], [0.750, -0.336, 0.274], [-0.048, -0.118, -0.004], [0.285, -0.729, -1.609], [0.165, 0.076, -0.065], [0.576, -0.536, 0.101], [0.220, 0.043, 0.066], [-0.491, 0.242, 0.237], [-0.419, -0.275, -0.527], [-0.174, -0.100, 0.268], [-0.505, 0.313, -0.367], [-0.062, -0.072, 0.124], [0.029, 0.047, -0.069], [-0.101, 0.073, -0.176], [0.074, -0.076, 0.295], [0.472, -0.098, -0.950], [-0.804, 0.559, -0.164], [-0.223, 0.634, -0.720], [-0.916, 0.114, -0.771], [1.174, -0.126, -0.806], [0.243, -0.009, 0.295], [2.376, 0.629, -2.323], [-0.214, 0.156, -0.322], [0.868, 0.361, -0.046], [0.040, 0.075, -0.164], [0.727, 0.492, 0.046], [-1.904, -0.545, 0.121], [0.217, 0.172, -0.444], [-0.037, 0.010, -0.103], [0.142, -0.226, -0.070], [0.032, 0.024, 0.553], [-0.062, -0.077, 0.057], [0.033, 0.010, 0.027], [-0.189, 0.046, -0.028], [-0.086, 0.053, -0.238], [0.012, 0.139, -0.044], [0.125, -0.009, 0.056], [-0.193, 0.131, -0.777], [0.082, 0.109, -0.018], [0.075, -0.280, 0.207], [-2.400, 0.358, 1.608], [-0.024, -0.009, -0.031], [-0.023, -0.082, -0.049], [-0.005, 0.031, 0.172]]}